Entry 1:
{"formula": "C7H10ClFN2O4", "method": "ωB97M-V with the def2-TZVPD basis set", "de_lowest_kcal_mol": 27.6, "orbital_gap_ev": [8.5, 7.8], "elements": ["H", "C", "C", "C", "C", "F", "O", "H", "N", "H", "H", "H", "H", "N", "H", "H", "C", "Cl", "C", "O", "H", "O", "C", "H", "O"], "positions_angstrom": [[-1.095, 1.018, 3.682], [-0.294, -0.322, 2.081], [1.709, -1.533, -1.040], [1.288, -1.411, 0.287], [0.347, -0.215, 0.598], [0.696, 3.301, -0.730], [-1.709, -3.166, -0.446], [0.924, 0.549, -2.394], [-0.751, -2.848, -1.072], [0.009, 1.994, -2.948], [0.061, 1.822, 2.586], [-1.909, 0.900, -1.723], [1.023, 0.598, 0.306], [2.138, -1.723, -2.105], [-1.148, -0.981, 1.852], [0.385, -0.948, 2.754], [-0.870, 1.011, -1.166], [1.961, -2.552, 1.324], [-0.739, 0.958, 2.666], [-0.321, -2.949, -2.155], [-1.574, 1.292, 2.021], [1.317, 2.120, -1.406], [0.288, 1.473, -2.111], [-1.050, 1.818, -0.463], [-0.687, -0.209, -0.398]], "forces_ev_per_angstrom": [[-0.04, -0.66, 0.36], [1.73, -2.17, -1.21], [1.01, -0.26, -0.65], [-1.15, 0.55, -0.85], [0.30, -0.84, 0.81], [0.63, -1.09, -0.81], [-0.20, -0.26, -0.61], [-1.11, 1.15, -0.03], [0.58, 0.53, 1.48], [-0.97, 1.38, -1.99], [-1.31, -1.78, 0.10], [2.38, -0.11, 0.85], [-0.27, 0.58, 1.08], [-0.29, 0.44, 0.66], [0.13, 0.17, 0.34], [-0.65, 1.05, -0.92], [-1.66, -0.04, -0.54], [-0.05, -0.07, 0.62], [0.63, 3.43, -1.23], [-0.81, -0.59, -0.89], [0.23, 0.22, 0.42], [-0.45, 1.46, 0.92], [1.18, -3.73, 2.68], [0.06, 0.22, 0.09], [0.09, 0.41, -0.67]]}

---

Entry 2:
{"formula": "C7H10F5NORuTe", "method": "ωB97M-V with the def2-TZVPD basis set", "charge": -1, "spin_multiplicity": 6, "orbital_gap_ev": [5.7, 7.6], "elements": ["F", "H", "H", "C", "Ru", "N", "Te", "C", "H", "F", "C", "F", "H", "C", "H", "F", "O", "H", "H", "H", "H", "C", "F", "C", "C", "H"], "positions_angstrom": [[-2.966, 2.982, 0.819], [0.368, 0.278, -2.258], [-0.978, -0.832, 3.248], [0.527, -2.355, 0.621], [-0.115, -0.234, 0.432], [1.495, 1.504, -0.023], [-2.120, 2.563, -0.830], [-0.844, -2.262, 0.165], [1.344, -2.806, 0.071], [-2.677, 4.231, -1.585], [-0.708, -1.319, 2.306], [-0.548, 3.466, -0.191], [-2.688, -1.392, 1.184], [-1.611, -1.594, 1.208], [1.185, 2.433, 0.273], [-3.705, 1.721, -1.464], [-1.541, 0.894, -0.109], [3.067, 1.218, -1.358], [-1.237, -2.632, -0.779], [1.726, -0.709, -1.506], [1.508, -1.684, 2.534], [0.607, -1.773, 1.926], [-1.220, 2.150, -2.469], [1.044, 0.154, -1.397], [2.010, 1.510, -1.277], [1.659, 2.271, -1.999]], "forces_ev_per_angstrom": [[-0.73, 0.35, 1.29], [0.18, -0.15, 0.40], [0.20, -0.25, -0.52], [-0.75, 0.06, 0.45], [0.54, 2.67, -2.84], [1.26, 2.77, 4.11], [0.15, -0.51, 0.15], [-0.55, -0.85, 0.90], [-0.12, 0.21, 0.05], [-0.55, 1.44, -0.65], [0.25, -0.28, 0.02], [1.12, 0.67, 0.44], [0.74, 0.13, -0.09], [0.58, -1.68, 0.17], [-0.74, -0.06, -0.19], [-1.25, -0.61, -0.50], [0.43, -0.27, 0.51], [-0.22, 0.11, -0.21], [0.17, 0.14, 0.29], [-0.25, 0.24, -0.02], [-0.34, 0.00, -0.24], [-0.48, -0.75, 0.70], [0.70, -0.26, -1.19], [0.38, -0.42, -1.71], [-1.18, -2.69, -1.83], [0.46, -0.01, 0.51]]}